1.
This record from the OMol25 dataset describes C39H59NP3PtSi as an isolated structure. The level of theory is ωB97M-V with the def2-TZVPD basis set.

CARTESIAN COORDINATES (ANGSTROEM)
Pt (-0.84, 0.07, -0.10)
P (-0.90, 2.16, -1.28)
P (-1.39, 0.31, 2.12)
P (0.91, -2.41, 0.80)
Si (1.28, 0.73, 0.57)
N (-1.16, -1.09, -1.89)
C (2.48, 0.72, 4.58)
C (3.53, -2.62, -0.29)
C (-1.34, -1.70, -2.84)
C (-2.33, 1.84, 2.58)
C (0.95, -5.02, -0.50)
C (4.69, -2.12, -0.86)
C (-1.58, -2.48, -4.05)
C (4.83, -0.76, -1.07)
C (-2.54, 4.31, -0.31)
C (-3.65, 2.42, -1.51)
C (-3.08, -2.76, -4.26)
C (-1.37, 1.50, -4.04)
C (0.10, 0.35, 4.53)
C (1.50, 2.55, 0.10)
C (2.69, 4.66, 0.16)
C (1.69, 5.27, -0.58)
C (-1.37, 3.03, 2.55)
C (-3.75, -1.12, 1.91)
C (0.12, 0.40, 3.14)
C (3.82, 0.10, -0.66)
C (0.59, 4.52, -0.99)
C (-0.34, 2.04, -3.05)
C (0.42, -4.09, 2.99)
C (2.65, -0.38, -0.08)
C (1.32, 0.63, 2.46)
C (2.40, -2.57, 3.16)
C (-2.37, -1.20, 2.57)
C (1.28, 0.51, 5.25)
C (2.49, 0.78, 3.20)
C (0.28, -3.65, -0.44)
C (-3.08, 1.81, 3.91)
C (-2.46, -1.64, 4.03)
C (1.56, -3.43, 2.21)
C (0.49, 3.17, -0.65)
C (2.59, 3.32, 0.50)
C (-1.24, -3.82, -0.30)
C (-2.38, 3.28, -1.42)
C (1.00, 1.32, -3.16)
C (2.49, -1.77, 0.08)
H (-3.63, 1.71, -2.34)
H (-2.95, -0.90, 4.67)
H (2.21, -4.21, 1.79)
H (-1.47, -1.85, 4.45)
H (-3.58, 2.77, 4.05)
H (3.40, 0.84, 5.14)
H (1.26, 0.47, 6.33)
H (0.47, -5.63, -1.27)
H (-3.21, -3.34, -5.17)
H (2.82, -3.19, 3.95)
H (-0.19, 5.00, -1.58)
H (1.77, 1.80, -2.55)
H (-0.90, 1.34, -5.01)
H (-1.16, -1.92, -4.89)
H (-3.78, 1.85, -0.59)
H (-3.49, -3.31, -3.42)
H (-1.01, -3.40, -3.97)
H (-3.04, -2.56, 4.08)
H (0.48, -3.14, -1.39)
H (-0.82, 0.20, 5.08)
H (-3.06, 1.94, 1.77)
H (1.34, 1.34, -4.20)
H (0.83, -4.69, 3.80)
H (-3.85, 1.04, 3.95)
H (3.55, 5.24, 0.49)
H (-1.49, -4.45, 0.56)
H (-4.52, 3.06, -1.64)
H (-1.63, 4.84, -0.06)
H (-3.29, 5.04, -0.62)
H (0.94, 0.28, -2.84)
H (-4.40, -0.39, 2.40)
H (-1.64, -4.33, -1.18)
H (-2.24, 3.81, -2.37)
H (3.44, 0.93, 2.69)
H (-3.68, -0.86, 0.85)
H (-0.20, -4.74, 2.37)
H (-3.63, -1.83, -4.37)
H (2.01, -4.97, -0.75)
H (3.38, 2.87, 1.09)
H (-2.41, 1.67, 4.75)
H (-2.92, 3.83, 0.60)
H (-0.78, 3.08, 1.64)
H (-1.80, -1.97, 2.04)
H (1.79, -1.79, 3.63)
H (-1.76, -2.87, -0.18)
H (-1.94, 3.96, 2.64)
H (-0.68, 2.98, 3.39)
H (1.76, 6.31, -0.85)
H (3.95, 1.17, -0.80)
H (-4.25, -2.09, 1.98)
H (5.73, -0.36, -1.52)
H (-1.82, 0.56, -3.71)
H (3.45, -3.69, -0.12)
H (-0.16, 3.09, -3.30)
H (0.85, -5.56, 0.44)
H (3.23, -2.08, 2.64)
H (-2.19, 2.21, -4.20)
H (-0.23, -3.33, 3.44)
H (5.49, -2.80, -1.15)

HOMO-LUMO gap (alpha / beta) = 6.350 / 7.440 eV
Total charge = +1
E_HOMO (alpha / beta) = -8.0 / -10.7 eV
Multiplicity = 3


2.
This record from the OMol25 dataset describes a 3-piece molecular cluster, C39H60Cl2F3N4O2P overall. The level of theory is ωB97M-V with the def2-TZVPD basis set.

CARTESIAN COORDINATES (ANGSTROEM)
Cl (-2.92, -1.06, -5.47)
Cl (-5.25, 1.97, 4.89)
P (-4.60, 3.10, 3.23)
F (-9.22, 2.10, 3.36)
F (-9.23, 0.79, 5.55)
F (-8.07, -1.55, 3.93)
O (-1.46, 4.71, 1.42)
O (-3.10, 3.85, 3.83)
N (-4.23, -1.64, -0.24)
N (-2.43, 0.08, -2.46)
N (-10.17, -6.58, 7.16)
N (2.77, -3.37, -5.57)
C (4.27, 4.33, -0.51)
C (8.70, -1.23, 1.51)
C (8.96, 0.13, -0.88)
C (-1.77, 3.06, -1.93)
C (-2.97, 0.60, -1.15)
C (-2.88, -1.35, -2.58)
C (3.06, -4.31, -6.36)
C (-9.13, -2.90, 7.27)
C (-3.18, 2.91, 0.57)
C (-2.63, 2.20, -0.83)
C (-7.89, -0.15, 3.49)
C (-9.12, -5.89, 7.02)
C (1.75, 3.50, 0.25)
C (5.31, 3.95, -1.75)
C (-7.86, -5.07, 6.86)
C (-1.42, 6.07, 2.04)
C (-0.87, -2.60, -4.01)
C (-3.74, -2.23, -1.52)
C (7.19, 2.03, -1.79)
C (-2.78, 4.52, 0.72)
C (3.86, -6.66, -6.53)
C (2.73, 4.01, -0.95)
C (8.75, 1.69, -1.37)
C (-8.76, 0.90, 4.15)
C (7.94, -0.31, 0.36)
C (-6.88, 0.38, 2.32)
C (0.42, 2.64, -0.29)
C (-2.45, -2.13, -4.00)
C (-3.86, -0.19, -0.05)
C (-4.43, 0.54, 1.35)
C (8.62, -0.38, 2.94)
C (-5.37, -0.34, 2.37)
C (-0.74, -3.92, -5.02)
C (6.83, 3.54, -1.20)
C (-0.30, 3.59, -1.41)
C (3.40, -5.44, -7.32)
C (-4.09, 2.09, 1.72)
C (5.11, -6.39, -5.69)
C (-7.96, -3.79, 7.69)
H (4.92, 3.02, -2.39)
H (-6.99, -5.66, 7.18)
H (7.61, -0.74, 3.46)
H (7.02, 2.08, -2.95)
H (-0.25, 2.45, 0.67)
H (9.83, -1.50, 1.22)
H (4.62, 3.74, 0.46)
H (-1.26, -3.69, -6.06)
H (-3.57, 5.09, 1.41)
H (-0.44, 4.69, -1.00)
H (8.51, 0.77, 2.74)
H (0.36, 3.71, -2.40)
H (-7.72, -4.83, 5.80)
H (3.06, -7.01, -5.87)
H (9.08, 2.39, -0.48)
H (5.46, 4.82, -2.51)
H (6.78, 3.47, -0.02)
H (7.43, 0.65, 0.81)
H (7.07, -0.93, -0.15)
H (-0.49, -2.99, -2.95)
H (-4.95, -0.45, 3.46)
H (10.06, 0.06, -0.45)
H (-9.15, -1.99, 7.88)
H (9.45, 1.85, -2.30)
H (-1.23, -4.89, -4.58)
H (-2.42, 4.04, -2.17)
H (-2.53, 3.08, 4.14)
H (2.24, 5.02, -1.36)
H (4.38, 5.50, -0.36)
H (6.40, 1.30, -1.32)
H (5.42, -7.30, -5.16)
H (0.40, -4.15, -5.28)
H (1.31, 4.47, 0.77)
H (-3.10, -3.10, -4.09)
H (-9.05, -2.61, 6.22)
H (-2.78, 5.10, -0.30)
H (-1.61, 2.53, -2.96)
H (-1.98, 6.10, 3.09)
H (5.94, -6.06, -6.31)
H (-0.18, -1.77, -4.48)
H (-7.03, -3.22, 7.59)
H (4.08, -7.48, -7.22)
H (2.32, 2.91, 1.11)
H (8.83, -0.57, -1.82)
H (4.19, -5.10, -8.00)
H (-10.09, -3.41, 7.42)
H (0.85, 1.62, -0.70)
H (2.52, -5.69, -7.92)
H (9.52, -0.66, 3.64)
H (-1.96, 6.86, 1.36)
H (2.64, 3.25, -1.85)
H (4.92, -5.63, -4.93)
H (-6.82, 1.55, 2.22)
H (-0.30, 6.34, 2.27)
H (-8.07, -4.04, 8.75)
H (-7.35, 0.00, 1.28)
H (-5.58, -1.45, 2.00)
H (7.64, 4.30, -1.60)
H (-3.99, -3.37, -1.74)
H (8.10, -2.25, 1.59)

HOMO-LUMO gap = 6.783 eV
E_HOMO = -8.4 eV


3.
This record from the OMol25 dataset describes a 19-piece molecular cluster, C39H61Cl37F6N5O5S3 overall. The level of theory is ωB97M-V with the def2-TZVPD basis set.

CARTESIAN COORDINATES (ANGSTROEM)
Cl (-0.66, -4.10, -7.87)
Cl (-8.09, 4.74, -6.32)
Cl (1.33, 4.93, 7.63)
Cl (-7.65, -4.80, -3.79)
Cl (7.36, -6.52, 6.89)
Cl (-3.95, 5.31, 0.36)
Cl (-6.88, 5.96, 2.48)
Cl (-2.55, 4.40, 2.78)
Cl (-3.89, 8.06, -2.48)
Cl (-4.62, 0.06, -9.19)
Cl (6.86, -3.19, 4.63)
Cl (1.42, -6.58, -7.33)
Cl (1.19, 4.90, 10.56)
Cl (-1.41, -9.95, -4.40)
Cl (-3.87, -0.79, -5.89)
Cl (-6.39, 8.80, 2.97)
Cl (-1.38, -2.81, -10.40)
Cl (-0.98, -1.05, -5.52)
Cl (2.01, 0.59, 9.36)
Cl (8.12, -1.71, -0.58)
Cl (-3.59, -4.83, -5.24)
Cl (-7.29, -0.73, -8.29)
Cl (4.26, 4.58, 2.04)
Cl (-8.60, 1.99, -7.18)
Cl (-1.26, 1.15, -1.29)
Cl (-2.24, -4.19, -2.74)
Cl (-7.22, -2.15, -2.60)
Cl (8.88, -5.19, 3.89)
Cl (-3.07, 6.21, 5.59)
Cl (1.39, -6.64, -10.27)
Cl (9.44, 0.92, -0.62)
Cl (4.46, 6.10, 4.55)
Cl (-0.01, -7.38, -4.27)
Cl (-0.78, 1.05, 10.09)
Cl (-5.01, 5.35, -2.58)
Cl (6.25, -9.24, 6.89)
Cl (-0.26, 5.96, 4.73)
S (2.77, 4.34, -2.90)
S (1.67, 4.48, -0.17)
S (2.81, -0.66, 2.04)
F (2.44, -1.59, -1.87)
F (0.28, -0.77, 5.92)
F (-0.53, -2.67, 5.24)
F (1.50, -0.04, -0.67)
F (-1.84, -1.01, 5.62)
F (1.67, 0.17, -2.80)
O (-2.72, -1.71, 2.18)
O (0.33, -2.61, -2.83)
O (-2.96, -2.72, 0.22)
O (4.53, -0.53, 4.11)
O (-2.71, 0.52, 0.75)
N (4.30, 3.91, -0.82)
N (0.11, -1.56, 1.30)
N (3.38, -2.39, 4.05)
N (5.93, 2.74, 0.13)
N (4.26, -2.45, 5.13)
C (3.58, -1.26, 3.46)
C (1.85, 4.12, 9.12)
C (4.65, 2.80, -0.10)
C (6.60, -7.80, 5.93)
C (-0.82, -8.56, -5.31)
C (-4.53, 6.77, -3.51)
C (-1.04, -1.19, 0.45)
C (-7.59, 7.57, 2.56)
C (8.58, -3.61, 4.64)
C (1.93, -7.44, -8.78)
C (5.46, 4.64, -0.99)
C (-0.07, -3.24, -9.29)
C (-0.64, -1.34, 5.09)
C (7.90, 0.05, -0.70)
C (-2.31, -1.03, -6.68)
C (-0.05, 2.66, 0.92)
C (-0.41, 1.22, 1.33)
C (-0.10, -1.93, 2.70)
C (-3.85, 5.41, 2.12)
C (4.89, -1.34, 5.11)
C (-9.31, 3.55, -6.79)
C (1.21, 2.74, 0.09)
C (-6.53, -3.75, -2.88)
C (4.62, 4.52, 3.77)
C (0.05, -1.41, -2.11)
C (-2.05, -4.41, -4.47)
C (-3.27, 1.75, 1.15)
C (-1.37, 0.39, 0.49)
C (1.41, -0.72, -1.81)
C (6.43, 3.91, -0.39)
C (-6.32, 0.53, -9.07)
C (2.56, -2.19, 1.11)
C (-1.01, -1.69, -1.01)
C (0.39, -0.11, 9.44)
C (-2.40, -1.93, 1.00)
C (-1.41, 5.78, 6.06)
C (3.00, 4.23, -1.32)
C (1.06, -2.53, 0.80)
C (-0.51, -0.84, 3.67)
H (-1.66, -8.07, -5.79)
H (1.04, -2.77, -0.26)
H (-10.00, 3.42, -5.96)
H (0.85, -2.30, 3.11)
H (0.42, -0.98, 10.09)
H (-0.99, -2.77, -0.90)
H (-8.02, 7.81, 1.60)
H (-8.36, 7.57, 3.33)
H (-6.38, 1.44, -8.49)
H (5.62, -1.08, 5.86)
H (-0.11, -8.91, -6.05)
H (0.55, -3.32, -2.21)
H (5.67, -7.41, 5.52)
H (-6.70, 0.69, -10.07)
H (5.65, 4.18, 3.89)
H (5.50, 5.57, -1.53)
H (-2.33, -1.97, -7.21)
H (7.27, 0.38, 0.12)
H (0.53, 0.71, 1.51)
H (-1.43, -0.34, 3.42)
H (-5.40, 7.14, -4.04)
H (-5.62, -3.65, -3.44)
H (0.08, -0.38, 8.44)
H (2.93, 4.15, 9.17)
H (-1.35, -5.22, -4.66)
H (2.98, -2.99, 1.72)
H (-1.41, 4.74, 6.39)
H (7.43, 0.27, -1.65)
H (-3.76, 6.47, -4.22)
H (8.92, -3.66, 5.67)
H (1.50, 3.09, 9.08)
H (-1.69, -3.49, -4.90)
H (9.13, -2.86, 4.09)
H (-1.97, -1.44, -1.43)
H (7.28, -8.07, 5.13)
H (0.89, -3.49, 1.29)
H (-1.11, 6.43, 6.87)
H (-0.76, -2.79, 2.84)
H (3.01, -7.50, -8.79)
H (-0.88, 1.32, 2.31)
H (-2.15, -0.21, -7.37)
H (2.02, 2.23, 0.61)
H (-6.33, -4.21, -1.92)
H (1.50, -8.44, -8.76)
H (4.00, 2.00, 0.22)
H (0.28, -0.08, 3.71)
H (0.20, 3.17, 1.86)
H (0.41, -2.32, -8.96)
H (-0.41, -0.80, -2.88)
H (3.94, 3.83, 4.24)
H (1.11, 2.27, -0.89)
H (-3.65, 6.44, 2.40)
H (-2.95, 2.10, 2.14)
H (-4.80, 5.09, 2.54)
H (0.63, -3.87, -9.81)
H (7.48, 4.15, -0.32)
H (-3.17, 2.58, 0.45)
H (-4.34, 1.57, 1.26)
H (-9.83, 3.93, -7.66)
H (3.16, -2.15, 0.21)
H (-0.87, 3.25, 0.52)

HOMO-LUMO gap = 6.007 eV
Total charge = -1
E_HOMO = -5.3 eV


4.
This record from the OMol25 dataset describes a 4-piece molecular cluster, C39H62N7O4PS2 overall. The level of theory is ωB97M-V with the def2-TZVPD basis set.

CARTESIAN COORDINATES (ANGSTROEM)
S (-0.50, 2.11, -2.31)
S (-3.15, 3.06, -1.28)
P (1.94, 1.09, 3.06)
O (4.26, 1.24, -2.62)
O (-3.68, -2.05, -0.70)
O (0.50, -3.34, -1.69)
O (4.74, -3.23, -1.99)
N (-1.59, -5.28, -3.62)
N (-3.26, 3.18, -5.03)
N (-2.56, 0.42, -1.58)
N (-6.28, -0.20, 0.35)
N (4.76, -0.98, -2.47)
N (2.57, 2.01, 4.93)
N (0.49, 1.56, 2.57)
C (-2.09, -0.18, -0.31)
C (3.42, -2.13, 0.81)
C (0.89, -4.72, -1.72)
C (2.15, -5.02, -0.85)
C (3.09, 0.72, 0.41)
C (-0.42, 5.58, -5.06)
C (-5.69, -0.08, 4.02)
C (4.21, 0.22, -1.98)
C (0.50, 1.84, -0.78)
C (2.70, 0.09, 1.66)
C (2.41, -2.05, 3.17)
C (3.83, -1.52, -0.40)
C (2.15, -4.28, 0.52)
C (-3.14, -1.19, 0.29)
C (3.42, 3.96, 7.68)
C (1.89, 2.52, -1.04)
C (3.28, 2.60, 5.63)
C (-3.12, 4.32, -5.04)
C (-4.24, -1.32, -1.80)
C (-1.48, -5.22, -4.76)
C (-6.85, -0.50, 1.30)
C (-2.95, 5.79, -5.06)
C (3.26, -1.72, 4.46)
C (-7.59, -0.88, 2.52)
C (3.58, -3.68, 0.92)
C (4.20, 3.35, 6.50)
C (-1.64, 6.16, -5.76)
C (3.66, -0.10, -0.59)
C (-2.21, 1.79, -1.69)
C (-4.02, 0.21, -1.73)
C (4.57, -0.91, 4.20)
C (-1.64, -2.61, -6.21)
C (-1.34, -5.14, -6.23)
C (-7.18, 0.02, 3.69)
C (2.89, 2.24, 0.13)
C (2.34, 4.94, 7.22)
C (-0.76, -3.78, -6.63)
C (4.46, -2.10, -1.67)
C (2.85, -1.34, 1.88)
H (0.64, 0.74, -0.68)
H (4.33, -3.97, 0.16)
H (-2.64, -2.69, -6.65)
H (4.40, 0.09, 3.76)
H (-4.59, 0.71, -0.92)
H (5.02, -0.72, 5.21)
H (2.82, 2.17, 3.26)
H (-7.38, -1.93, 2.75)
H (1.83, 5.37, 8.09)
H (0.00, 2.25, 0.12)
H (-5.33, -1.52, -1.93)
H (2.24, 2.15, -2.02)
H (2.76, 5.75, 6.64)
H (2.43, 2.67, 1.05)
H (-4.33, 0.67, -2.69)
H (-5.41, -1.10, 4.27)
H (-3.75, -1.71, -2.73)
H (3.58, -2.67, 4.96)
H (-0.68, -5.94, -6.56)
H (2.14, -6.12, -0.66)
H (-1.75, -2.55, -5.13)
H (0.36, 1.15, 1.64)
H (-1.20, -1.67, -6.54)
H (-8.66, -0.79, 2.33)
H (3.04, -4.82, -1.47)
H (-2.63, -1.82, 1.05)
H (-0.63, -3.76, -7.72)
H (0.50, 5.89, -5.58)
H (2.62, -1.19, 5.19)
H (5.34, -1.49, 3.65)
H (1.41, -3.44, 0.55)
H (-2.32, -5.29, -6.69)
H (1.87, -4.97, 1.35)
H (2.40, -3.16, 3.05)
H (3.87, -3.96, 1.95)
H (-5.07, 0.25, 3.18)
H (1.35, -1.79, 3.41)
H (3.88, 2.71, 0.00)
H (1.74, 0.29, 4.20)
H (-1.66, 5.81, -6.79)
H (0.23, -3.66, -6.19)
H (2.96, 3.17, 8.27)
H (-0.43, 4.49, -5.07)
H (-2.96, 6.16, -4.03)
H (-3.80, 6.23, -5.58)
H (4.12, 4.49, 8.33)
H (-7.42, 1.06, 3.46)
H (4.69, 4.13, 5.92)
H (1.17, -4.94, -2.78)
H (1.58, 4.44, 6.62)
H (0.27, -3.05, -2.58)
H (-7.76, -0.26, 4.57)
H (-1.14, -0.74, -0.43)
H (-1.55, 7.25, -5.79)
H (4.78, -1.12, -3.48)
H (4.97, 2.67, 6.87)
H (-1.92, 0.60, 0.48)
H (-3.93, -0.61, 0.82)
H (1.79, 3.62, -1.12)
H (-0.35, 5.92, -4.03)
H (0.04, -5.40, -1.49)
H (-5.45, 0.56, 4.87)

HOMO-LUMO gap = 7.280 eV
E_HOMO = -7.5 eV


Asked for calculated total energy across the records above, the calculation gives -81879.015; -93932.617; -571260.549; -91023.608 eV in order.
Asked for molecular weight across the records above, the calculation gives 858.0; 775.8; 2201.9; 788.1 g mol⁻¹ in order.